The following is a DFT calculation (ωB97M-V with the def2-TZVPD basis set) of C46H56AsBIKN10S as an isolated structure.

As for the HOMO-LUMO gap: 5.7294 eV. For the total energy, the calculation gives -160294.7248 eV. For the relative energy (zero: lowest compared OMol25 entry of this formula, charge and spin), the calculation gives 0.462 eV. Its net charge is -2.

Last column: Löwdin charge in e.
Element x y z (Å)
K -0.189 0.520 -0.665  0.347
C 0.642 -4.103 -3.379  -0.019
C 1.198 -2.761 -3.043  -0.287
C 1.594 -1.786 -3.926  -0.002
C 1.970 -0.694 -3.122  -0.280
N 1.808 -0.997 -1.837  0.068
N 1.364 -2.271 -1.788  0.023
B 1.304 -3.207 -0.543  -0.491
N -0.129 -3.771 -0.407  -0.016
N -1.152 -2.941 -0.161  0.167
C -2.248 -3.688 -0.113  -0.249
C -1.918 -5.044 -0.331  0.009
C -0.555 -5.054 -0.513  -0.333
C 0.298 -6.256 -0.771  -0.047
C -3.572 -3.118 0.145  -0.151
C -4.736 -3.867 -0.033  -0.048
C -5.981 -3.311 0.214  -0.114
C -6.090 -1.992 0.637  -0.110
C -4.936 -1.240 0.812  -0.073
C -3.692 -1.799 0.579  -0.014
N 1.765 -2.598 0.821  0.027
N 2.829 -1.781 0.887  0.145
C 3.141 -1.652 2.171  -0.276
C 2.257 -2.412 2.962  -0.014
C 1.403 -3.015 2.066  -0.277
C 0.315 -3.983 2.406  -0.015
C 4.291 -0.879 2.643  -0.171
C 4.305 -0.355 3.937  -0.044
C 5.400 0.356 4.401  -0.106
C 6.502 0.560 3.583  -0.119
C 6.494 0.050 2.291  -0.098
C 5.402 -0.662 1.827  -0.035
C 2.504 0.566 -3.675  -0.158
C 1.963 1.821 -3.405  -0.053
C 2.449 2.955 -4.036  -0.091
C 3.485 2.862 -4.954  -0.109
C 4.036 1.617 -5.233  -0.113
C 3.549 0.485 -4.599  -0.050
H 0.621 -4.215 -4.463  0.077
H -0.381 -4.197 -3.010  0.085
H 1.237 -4.912 -2.949  0.065
H 1.578 -1.843 -5.003  0.109
H 2.050 -4.140 -0.755  0.111
H -2.571 -5.902 -0.337  0.097
H 0.131 -6.628 -1.785  0.073
H 0.028 -7.055 -0.078  0.074
H 1.356 -6.035 -0.657  0.056
H -4.675 -4.891 -0.382  0.096
H -6.876 -3.905 0.065  0.087
H -7.065 -1.552 0.811  0.088
H -4.997 -0.201 1.117  0.096
H -2.795 -1.207 0.697  0.082
H 2.263 -2.540 4.034  0.099
H 0.343 -4.859 1.762  0.069
H -0.672 -3.524 2.312  0.079
H 0.448 -4.309 3.438  0.076
H 3.440 -0.485 4.576  0.104
H 5.384 0.776 5.400  0.092
H 7.357 1.114 3.951  0.088
H 7.345 0.223 1.642  0.094
H 5.376 -1.049 0.816  0.113
H 1.122 1.920 -2.735  0.029
H 1.983 3.911 -3.824  0.065
H 3.853 3.745 -5.462  0.088
H 4.839 1.524 -5.956  0.086
H 3.983 -0.484 -4.819  0.105
C -5.762 2.341 -3.404  -0.100
C -5.600 0.824 -3.288  -0.274
N -4.247 0.362 -3.518  -0.056
C -3.216 0.437 -2.616  -0.867
S -1.787 -0.358 -3.085  0.503
N -3.511 1.148 -1.530  -0.012
N -2.749 0.997 -0.450  -0.046
C -2.994 1.763 0.564  -0.341
C -3.958 2.917 0.526  -0.050
C -2.370 1.372 1.821  -0.253
C -2.917 1.753 3.058  -0.030
C -2.426 1.197 4.222  -0.095
C -1.367 0.303 4.155  -0.085
C -0.828 0.047 2.902  -0.144
N -1.302 0.555 1.774  0.049
H -6.799 2.635 -3.210  0.058
H -5.470 2.686 -4.398  0.066
H -5.108 2.811 -2.675  0.046
H -6.242 0.328 -4.021  0.099
H -5.917 0.504 -2.290  0.098
H -4.021 -0.140 -4.355  0.077
H -4.161 3.154 -0.515  0.043
H -3.519 3.795 1.004  0.076
H -4.907 2.678 1.021  0.070
H -3.747 2.446 3.093  0.099
H -2.864 1.456 5.180  0.098
H -0.959 -0.163 5.042  0.094
H 0.036 -0.602 2.803  0.100
I -0.879 4.218 -2.153  -0.295
C 1.043 6.352 0.409  -0.218
C 1.002 5.228 1.438  -0.457
As 0.854 3.322 0.828  1.104
C 1.538 2.638 2.580  -0.457
C 0.701 3.085 3.776  -0.193
C 2.632 3.292 -0.033  -0.447
C 3.232 1.891 -0.125  -0.165
H 1.274 7.303 0.904  0.054
H 0.090 6.454 -0.101  0.002
H 1.804 6.169 -0.351  0.051
H 0.167 5.402 2.123  0.049
H 1.922 5.258 2.033  0.052
H 2.591 2.902 2.732  0.064
H 1.499 1.546 2.520  0.032
H 0.925 4.115 4.066  0.052
H 0.881 2.450 4.649  0.058
H -0.367 3.036 3.548  0.046
H 3.279 3.944 0.564  0.058
H 2.562 3.731 -1.030  0.040
H 3.105 1.336 0.804  0.040
H 4.306 1.941 -0.323  0.073
H 2.777 1.304 -0.920  0.029

Cartesian forces (eV/Å) of the 6 atoms listed first:
0.3768 -0.1555 -0.2205
-0.0238 0.0282 0.1395
0.1091 0.0731 -0.1976
0.0546 -0.0370 0.0565
-0.2149 -0.5068 -0.1599
0.4137 0.3434 0.0684